1.
Computed, not measured: a 2-piece molecular cluster, C5H14 overall at a distorted geometry, with ωB97M-V/def2-TZVPD.

```
! wB97M-V def2-TZVPD RIJCOSX def2/J DEFGRID3
* xyz 0 1
C 0.59522 -0.30358 2.95341
C 1.34304 -0.53918 1.65245
C 0.51182 -1.46294 0.78800
H 1.20747 0.34364 3.73694
H 0.44014 -1.23108 3.48378
H -0.29360 0.28238 2.71603
H 1.83763 0.42734 1.36065
H 2.28793 -0.88932 1.96160
H -0.04335 -1.13783 -0.10333
H 1.10930 -2.36408 0.43407
H -0.15345 -2.02780 1.43183
C -1.22455 0.41166 -2.76113
C -1.00725 1.81135 -2.27876
H -1.40545 0.34518 -3.86444
H -0.28742 -0.16167 -2.61061
H -2.00143 -0.17781 -2.29502
H -0.09995 2.12249 -1.80549
H -1.83252 2.12000 -1.59699
H -0.98357 2.43124 -3.20302
*
```

Properties
HOMO energy = -10.90 eV
total energy = -198.84044 a.u.
SMILES string = CCC.CC
HOMO-LUMO gap = 11.99 eV
LUMO = 0.0398 Eh

Mulliken charges in e: number 1, C, carries -1.20; number 2, C, carries -0.21; number 3, C, carries -0.87; number 4, H, carries 0.30; number 5, H, carries 0.37; number 6, H, carries 0.29; number 7, H, carries 0.32; number 8, H, carries 0.27; number 9, H, carries 0.11; number 10, H, carries 0.28; number 11, H, carries 0.33; number 12, C, carries -0.78; number 13, C, carries -0.80; number 14, H, carries 0.29; number 15, H, carries 0.20; number 16, H, carries 0.29; number 17, H, carries 0.31; number 18, H, carries 0.22; number 19, H, carries 0.27

2.
Computed, not measured: a 2-piece molecular cluster, C5H14 overall at a distorted geometry, with ωB97M-V/def2-TZVPD.

```
! wB97M-V def2-TZVPD RIJCOSX def2/J DEFGRID3
* xyz 0 1
C 0.88440 -0.52627 -2.46081
C 0.90109 -0.26489 -0.93254
C 2.17643 -0.07382 -0.11247
H 0.09181 -1.29000 -2.58162
H 1.78316 -0.94764 -2.86330
H 0.46392 0.31915 -2.96979
H 0.24532 0.54928 -0.71616
H 0.32659 -1.11430 -0.40138
H 1.80839 0.07015 0.92925
H 2.69232 -1.06386 -0.02618
H 2.79249 0.76324 -0.42073
C -1.72963 -0.32265 1.69473
C -1.83294 1.19839 1.43554
H -2.58222 -0.64837 2.29094
H -1.57426 -0.99494 0.82689
H -0.72296 -0.47677 2.05741
H -2.74747 1.59918 0.98972
H -1.00153 1.57885 0.83890
H -1.97491 1.64526 2.42160
*
```

Properties
HOMO energy = -10.97 eV
total energy = -198.85315 a.u.
SMILES string = CCC.CC
HOMO-LUMO gap = 12.04 eV
LUMO = 0.0393 Eh

Mulliken charges in e: number 1, C, carries -1.10; number 2, C, carries 0.21; number 3, C, carries -1.11; number 4, H, carries 0.27; number 5, H, carries 0.33; number 6, H, carries 0.31; number 7, H, carries 0.07; number 8, H, carries 0.08; number 9, H, carries 0.27; number 10, H, carries 0.31; number 11, H, carries 0.34; number 12, C, carries -0.73; number 13, C, carries -0.82; number 14, H, carries 0.32; number 15, H, carries 0.21; number 16, H, carries 0.22; number 17, H, carries 0.28; number 18, H, carries 0.26; number 19, H, carries 0.28

3.
Computed, not measured: a 2-piece molecular cluster, C5H14 overall at a distorted geometry, with ωB97M-V/def2-TZVPD.

```
! wB97M-V def2-TZVPD RIJCOSX def2/J DEFGRID3
* xyz 0 1
C -1.18416 -1.20782 -2.00094
C 0.24500 -0.83371 -1.58585
C 0.48468 0.68557 -1.67919
H -1.60824 -0.53593 -2.74252
H -1.11459 -2.23134 -2.38550
H -1.88296 -1.28268 -1.16727
H 0.37066 -1.11508 -0.53367
H 0.96473 -1.38331 -2.16614
H -0.39581 1.27944 -1.43593
H 1.25585 1.02645 -0.98652
H 0.85415 0.89835 -2.68580
C -0.31994 0.18384 2.55799
C 0.81747 1.11690 2.24211
H -1.06802 0.01215 1.78307
H 0.08888 -0.84984 2.62866
H -0.84084 0.18517 3.51751
H 1.43078 0.76251 1.42308
H 0.37158 2.11005 2.14515
H 1.53077 1.17928 3.07175
*
```

Properties
HOMO energy = -11.30 eV
total energy = -198.87012 a.u.
SMILES string = CCC.CC
HOMO-LUMO gap = 12.45 eV
LUMO = 0.0421 Eh

Mulliken charges in e: number 1, C, carries -1.09; number 2, C, carries -0.07; number 3, C, carries -1.18; number 4, H, carries 0.32; number 5, H, carries 0.31; number 6, H, carries 0.28; number 7, H, carries 0.12; number 8, H, carries 0.34; number 9, H, carries 0.32; number 10, H, carries 0.28; number 11, H, carries 0.36; number 12, C, carries -0.93; number 13, C, carries -0.64; number 14, H, carries 0.25; number 15, H, carries 0.27; number 16, H, carries 0.35; number 17, H, carries 0.15; number 18, H, carries 0.23; number 19, H, carries 0.32

4.
Computed, not measured: a 2-piece molecular cluster, C5H14 overall, with ωB97M-V/def2-TZVPD.

```
! wB97M-V def2-TZVPD RIJCOSX def2/J DEFGRID3
* xyz 0 1
C -1.11769 -2.40123 0.30585
C -2.02043 -1.20665 0.61888
C -1.88213 -0.04728 -0.35324
H -1.12407 -2.58786 -0.77341
H -1.51820 -3.31436 0.75298
H -0.06827 -2.28743 0.59165
H -3.04662 -1.54793 0.71927
H -1.76807 -0.84823 1.62041
H -1.03557 0.59158 -0.11532
H -1.75332 -0.39076 -1.38320
H -2.78982 0.57238 -0.37254
C 2.12861 1.84601 -0.94753
C 2.40552 1.54628 0.52721
H 2.98614 1.57102 -1.56331
H 1.22370 1.32796 -1.26004
H 1.92727 2.89397 -1.19549
H 3.42993 1.24100 0.71428
H 1.82927 0.69077 0.87784
H 2.19374 2.35075 1.23570
*
```

Properties
HOMO energy = -11.40 eV
total energy = -198.87913 a.u.
SMILES string = CCC.CC
HOMO-LUMO gap = 12.51 eV
LUMO = 0.0408 Eh

Mulliken charges in e: number 1, C, carries -1.07; number 2, C, carries -0.21; number 3, C, carries -0.91; number 4, H, carries 0.29; number 5, H, carries 0.31; number 6, H, carries 0.27; number 7, H, carries 0.32; number 8, H, carries 0.25; number 9, H, carries 0.11; number 10, H, carries 0.31; number 11, H, carries 0.32; number 12, C, carries -0.67; number 13, C, carries -0.80; number 14, H, carries 0.27; number 15, H, carries 0.16; number 16, H, carries 0.27; number 17, H, carries 0.33; number 18, H, carries 0.18; number 19, H, carries 0.27

5.
Computed, not measured: a 2-piece molecular cluster, C5H14 overall at a distorted geometry, with ωB97M-V/def2-TZVPD.

```
! wB97M-V def2-TZVPD RIJCOSX def2/J DEFGRID3
* xyz 0 1
C -1.53038 -2.30152 -0.58400
C -2.35804 -1.15262 0.04151
C -1.98387 0.29727 -0.58175
H -2.01221 -3.37650 -0.31847
H -0.47110 -2.39254 -0.28578
H -1.42497 -2.19578 -1.73201
H -3.35366 -1.37158 -0.09683
H -2.31572 -0.94584 1.07622
H -0.90893 0.38897 -0.73574
H -2.37327 0.29534 -1.61321
H -2.52724 1.05619 -0.02844
C 2.94650 0.72155 0.74814
C 2.36520 2.13541 0.49770
H 3.77561 0.32269 -0.00896
H 3.27557 0.80507 1.71685
H 2.05111 -0.00646 0.74110
H 3.33394 2.65832 0.22802
H 1.84382 2.58238 1.25823
H 1.66764 2.47964 -0.32256
*
```

Properties
HOMO energy = -11.08 eV
total energy = -198.82384 a.u.
SMILES string = CCC.CC
HOMO-LUMO gap = 12.11 eV
LUMO = 0.0380 Eh

Mulliken charges in e: number 1, C, carries -0.93; number 2, C, carries -0.36; number 3, C, carries -1.05; number 4, H, carries 0.26; number 5, H, carries 0.27; number 6, H, carries 0.24; number 7, H, carries 0.34; number 8, H, carries 0.32; number 9, H, carries 0.27; number 10, H, carries 0.29; number 11, H, carries 0.34; number 12, C, carries -0.58; number 13, C, carries -0.94; number 14, H, carries 0.26; number 15, H, carries 0.27; number 16, H, carries 0.10; number 17, H, carries 0.25; number 18, H, carries 0.37; number 19, H, carries 0.27

6.
Computed, not measured: a 2-piece molecular cluster, C5H14 overall at a distorted geometry, with ωB97M-V/def2-TZVPD.

```
! wB97M-V def2-TZVPD RIJCOSX def2/J DEFGRID3
* xyz 0 1
C -0.40577 0.73193 1.60003
C 0.98628 1.11672 0.95455
C 2.06339 0.14172 1.41548
H -0.18310 0.22774 2.56306
H -0.94955 1.71794 1.88174
H -1.11815 0.17509 1.00414
H 1.18222 2.13482 1.17341
H 0.89745 1.09425 -0.28086
H 2.09509 -0.02093 2.44364
H 3.08689 0.20275 1.17935
H 1.59349 -0.86268 1.11172
C -0.44034 -0.98346 -2.15447
C -1.84863 -0.69176 -1.59845
H -0.48344 -1.14882 -3.22295
H 0.17413 -0.15595 -1.95928
H 0.05632 -1.81683 -1.76012
H -1.95746 -0.86429 -0.48915
H -2.02551 0.30349 -1.98278
H -2.72332 -1.30173 -1.87908
*
```

Properties
HOMO energy = -10.92 eV
total energy = -198.84014 a.u.
SMILES string = CCC.CC
HOMO-LUMO gap = 12.07 eV
LUMO = 0.0425 Eh

Mulliken charges in e: number 1, C, carries -0.61; number 2, C, carries 0.06; number 3, C, carries -1.27; number 4, H, carries 0.28; number 5, H, carries 0.28; number 6, H, carries -0.08; number 7, H, carries 0.33; number 8, H, carries 0.03; number 9, H, carries 0.39; number 10, H, carries 0.37; number 11, H, carries 0.24; number 12, C, carries -0.81; number 13, C, carries -0.75; number 14, H, carries 0.33; number 15, H, carries 0.19; number 16, H, carries 0.31; number 17, H, carries 0.13; number 18, H, carries 0.24; number 19, H, carries 0.36